*w*
The following is a DFT calculation (wB97M-V/def2-TZVPD) of C3H3IS as an isolated structure.

Structure (XYZ):
```
8
C3H3IS (wB97M-V/def2-TZVPD)
C 0.461 -2.372 -0.335
C -0.219 -1.405 0.022
C -0.287 1.623 0.142
S -1.358 0.358 0.944
I 1.892 -3.472 -1.241
H -0.286 1.329 -0.861
H 0.574 1.437 0.718
H -0.778 2.505 0.610
```

Summary:
charge = 0
gap between HOMO and LUMO = 8.0 eV



*x*
The following is a DFT calculation (wB97M-V/def2-TZVPD) of a 2-piece molecular cluster, C3H3IS overall.

Structure (XYZ):
```
8
C3H3IS (wB97M-V/def2-TZVPD)
C -1.226 1.392 -0.939
C -1.498 0.369 -0.342
C -1.825 -0.818 0.370
S -1.181 -2.262 -0.074
I 4.380 0.156 -0.155
H -0.750 2.178 -1.534
H -2.528 -0.879 1.269
H 4.628 -0.136 1.405
```

Summary:
charge = 0
gap between HOMO and LUMO = 8.0 eV



*y*
The following is a DFT calculation (wB97M-V/def2-TZVPD) of one molecule with the formula C3H3IS.

Structure (XYZ):
```
8
C3H3IS (wB97M-V/def2-TZVPD)
C 1.017 -0.710 0.358
C 2.103 -0.313 0.055
C -1.448 0.135 -0.127
S -0.570 -1.265 0.502
I 3.761 0.858 -0.069
H -1.692 0.878 0.730
H -2.396 -0.230 -0.586
H -0.776 0.647 -0.865
```

Summary:
charge = 0
gap between HOMO and LUMO = 8.7 eV



Stability ranking, top entry: *y*; the second entry is 64.9 kJ/mol less favorable.



*w*
The following is a DFT calculation (wB97M-V/def2-TZVPD) of C2H7N2 as an isolated structure.

Structure (XYZ):
```
11
C2H7N2 (wB97M-V/def2-TZVPD)
C 0.421 0.936 -0.041
C -0.367 -0.861 0.336
N -0.495 0.449 0.944
N -0.096 -0.144 -0.955
H 0.393 1.971 -0.353
H 1.612 0.419 0.188
H 0.551 -1.404 0.627
H -1.233 -1.520 0.369
H -0.337 0.589 1.934
H -0.983 0.120 -1.401
H 0.535 -0.556 -1.649
```

Summary:
charge = +1
gap between HOMO and LUMO = 11.4 eV



*x*
The following is a DFT calculation (wB97M-V/def2-TZVPD) of an isolated ion of composition C2H7N2 and charge +1.

Structure (XYZ):
```
11
C2H7N2 (wB97M-V/def2-TZVPD)
C -0.367 0.345 0.695
C -0.057 -0.391 -0.460
N 1.354 -0.598 -0.834
N -1.563 0.714 1.047
H 0.470 0.878 1.216
H -0.790 -0.848 -1.127
H 1.891 -0.609 -0.088
H 1.419 -1.504 -1.317
H 1.710 0.183 -1.478
H -2.391 0.517 0.458
H -1.676 1.313 1.888
```

Summary:
charge = +1
gap between HOMO and LUMO = 9.4 eV



Stability ranking, top entry: *x*; the second entry is 88.6 kJ/mol less favorable.



*w*
The following is a DFT calculation (wB97M-V/def2-TZVPD) of C2H7N2 as an isolated structure.

Structure (XYZ):
```
11
C2H7N2 (wB97M-V/def2-TZVPD)
C -0.685 0.702 -0.362
C 1.533 -0.774 -0.122
N -1.904 0.819 0.015
N 0.519 -0.271 0.687
H -0.113 1.227 -1.118
H 1.932 -1.596 0.371
H 2.236 0.126 -0.128
H 1.304 -1.251 -1.181
H -2.561 1.389 -0.507
H -2.131 0.482 0.952
H -0.132 -0.853 1.395
```

Summary:
charge = +1
gap between HOMO and LUMO = 9.0 eV



*x*
The following is a DFT calculation (wB97M-V/def2-TZVPD) of an isolated ion of composition C2H7N2 and charge +1.

Structure (XYZ):
```
11
C2H7N2 (wB97M-V/def2-TZVPD)
C 0.584 0.703 -0.144
C -1.284 -0.606 -0.058
N -0.838 0.571 0.107
N 1.282 -0.650 -0.037
H 0.404 0.937 -1.274
H 1.136 1.452 0.452
H -2.295 -0.893 0.103
H -0.624 -1.350 -0.495
H -1.441 1.309 0.432
H 2.263 -0.536 0.098
H 0.814 -0.937 0.815
```

Summary:
charge = +1
gap between HOMO and LUMO = 9.6 eV



*y*
The following is a DFT calculation (wB97M-V/def2-TZVPD) of an isolated ion of composition C2H7N2 and charge +1.

Structure (XYZ):
```
11
C2H7N2 (wB97M-V/def2-TZVPD)
C 0.382 0.793 1.368
N -0.432 0.044 0.385
C 0.180 -0.158 -0.845
N -0.368 -0.940 -1.741
H 1.082 1.656 1.119
H 1.003 0.077 1.883
H -0.233 1.015 2.274
H -1.407 -0.296 0.638
H 1.143 0.155 -0.899
H -1.331 -1.235 -1.508
H -0.018 -1.112 -2.673
```

Summary:
charge = +1
gap between HOMO and LUMO = 11.0 eV



Stability ranking, top entry: *y*; the second entry is 139.9 kJ/mol less favorable.



*w*
The following is a DFT calculation (wB97M-V/def2-TZVPD) of one molecule with the formula C4H6N4O.

Structure (XYZ):
```
15
C4H6N4O (wB97M-V/def2-TZVPD)
C -1.328 1.488 -0.302
C 0.520 -0.318 0.142
C -1.966 0.277 0.218
N 1.648 0.584 0.191
N 0.398 -0.838 -1.207
N -0.661 0.431 0.497
C 0.669 -1.415 1.119
O -2.911 -0.422 0.363
N 0.911 -2.296 1.809
H 1.609 1.162 1.022
H 2.529 0.085 0.170
H 1.298 -1.056 -1.610
H -0.209 -1.649 -1.246
H -1.398 2.445 0.195
H -1.111 1.522 -1.362
```

Summary:
charge = 0
gap between HOMO and LUMO = 10.7 eV



*x*
The following is a DFT calculation (wB97M-V/def2-TZVPD) of one molecule with the formula C4H6N4O.

Structure (XYZ):
```
15
C4H6N4O (wB97M-V/def2-TZVPD)
C 2.115 -0.531 0.465
C 2.036 0.778 -0.283
C -0.302 -0.032 -0.226
C -2.886 0.292 0.050
H 1.837 -0.472 1.474
H 2.960 -1.177 0.145
H 1.663 1.709 0.150
H 2.679 0.890 -1.127
H -3.949 0.423 0.493
H -0.800 -1.963 -0.364
N 1.060 -0.315 -0.495
N -0.711 1.168 -0.213
N -2.110 1.284 0.197
N -1.110 -1.089 0.149
O -2.483 -0.966 -0.416
```

Summary:
charge = 0
gap between HOMO and LUMO = 9.8 eV



Stability ranking, top entry: *w*; the second entry is 277.6 kJ/mol less favorable.



*w*
The following is a DFT calculation (wB97M-V/def2-TZVPD) of one molecule with the formula C4H8O3.

Structure (XYZ):
```
15
C4H8O3 (wB97M-V/def2-TZVPD)
O 1.925 -1.531 1.413
O 2.583 0.516 0.667
O -1.330 -0.464 0.083
C 1.924 -0.629 0.555
C -2.429 0.479 0.356
C -0.320 0.158 -0.680
C 1.007 -0.748 -0.710
H 2.897 0.711 1.558
H -2.630 0.998 -0.610
H -3.268 -0.136 0.617
H -2.165 1.289 0.980
H -0.690 0.503 -1.718
H 0.031 1.162 -0.219
H 0.764 -1.830 -0.778
H 1.702 -0.480 -1.514
```

Summary:
charge = 0
gap between HOMO and LUMO = 10.7 eV



*x*
The following is a DFT calculation (wB97M-V/def2-TZVPD) of one molecule with the formula C4H8O3.

Structure (XYZ):
```
15
C4H8O3 (wB97M-V/def2-TZVPD)
C 1.828 -0.771 0.641
C 0.396 -0.256 0.598
O 0.452 1.107 0.967
C -0.202 -0.473 -0.792
O -1.666 -0.598 -0.788
C -2.493 0.407 -0.728
O -1.819 1.563 -0.580
H 2.430 -0.277 -0.130
H 1.866 -1.854 0.484
H 2.264 -0.537 1.616
H -0.216 -0.834 1.310
H -0.370 1.526 0.667
H 0.114 -1.434 -1.203
H 0.097 0.335 -1.466
H -2.681 2.096 -0.597
```

Summary:
charge = 0
gap between HOMO and LUMO = 10.3 eV



*y*
The following is a DFT calculation (wB97M-V/def2-TZVPD) of one molecule with the formula C4H8O3.

Structure (XYZ):
```
15
C4H8O3 (wB97M-V/def2-TZVPD)
C 2.331 1.352 0.892
O 0.902 1.265 0.814
C 0.481 0.176 0.151
O 1.241 -0.570 -0.425
C -1.007 -0.060 0.229
C -1.413 -0.996 -0.897
O -2.785 -1.302 -0.756
H 2.778 1.229 -0.096
H 2.565 2.329 1.310
H 2.704 0.557 1.544
H -1.220 -0.536 1.195
H -1.576 0.875 0.208
H -1.203 -0.509 -1.862
H -0.784 -1.894 -0.843
H -3.014 -1.915 -1.465
```

Summary:
charge = 0
gap between HOMO and LUMO = 11.2 eV



*z*
The following is a DFT calculation (wB97M-V/def2-TZVPD) of one molecule with the formula C4H8O3.

Structure (XYZ):
```
15
C4H8O3 (wB97M-V/def2-TZVPD)
C -1.007 -0.372 -1.879
C -0.312 -0.636 -0.379
O 0.839 -1.455 -0.201
C -0.078 0.793 0.064
O 0.089 1.150 1.533
C 1.022 0.596 2.312
O 1.792 -0.302 2.037
H -0.273 0.034 -2.577
H -1.913 0.307 -1.966
H -1.346 -1.336 -2.251
H -1.110 -1.151 0.137
H 1.313 -1.168 0.632
H -0.901 1.355 -0.419
H 0.849 1.155 -0.368
H 1.039 1.032 3.326
```

Summary:
charge = 0
gap between HOMO and LUMO = 10.9 eV



Stability ranking, top entry: *y*; the second entry is 77.8 kJ/mol less favorable.



*w*
The following is a DFT calculation (wB97M-V/def2-TZVPD) of a 2-piece molecular cluster, C4H8O3 overall.

Structure (XYZ):
```
15
C4H8O3 (wB97M-V/def2-TZVPD)
O -2.476 -0.004 0.334
C -2.155 -0.298 1.457
C 0.298 -0.124 -1.003
C 1.104 -0.907 0.012
O 2.126 -0.117 0.566
C 0.130 1.318 -0.870
O 1.091 0.772 -1.780
H -0.451 -0.684 -1.563
H -2.479 0.287 2.338
H -1.508 -1.171 1.674
H 0.462 -1.238 0.836
H 1.509 -1.811 -0.470
H 2.518 0.353 -0.188
H 0.557 1.823 -0.005
H -0.725 1.801 -1.338
```

Summary:
charge = 0
gap between HOMO and LUMO = 10.8 eV



*x*
The following is a DFT calculation (wB97M-V/def2-TZVPD) of one molecule with the formula C4H8O3.

Structure (XYZ):
```
15
C4H8O3 (wB97M-V/def2-TZVPD)
O 1.434 -1.730 0.574
C 1.428 -0.859 -0.253
O 2.455 -0.714 -1.107
C 0.201 -0.105 -0.656
C -0.534 0.593 0.550
C -1.894 1.090 -0.010
O -2.819 1.451 0.979
H 3.181 -1.288 -0.849
H 0.349 0.741 -1.329
H -0.412 -0.811 -1.193
H 0.107 1.389 0.951
H -0.708 -0.189 1.318
H -2.290 0.316 -0.673
H -1.575 1.887 -0.702
H -2.315 2.052 1.539
```

Summary:
charge = 0
gap between HOMO and LUMO = 11.1 eV



Stability ranking, top entry: *x*; the second entry is 228.6 kJ/mol less favorable.